(1)
C4H4BrN3 | the ωB97M-V functional and the def2-TZVPD basis

The value obtained for the LUMO energy (alpha / beta) is -0.04629 / -0.06245 hartree. For the energy above the lowest of the compared OMol25 structures with the same formula, charge and spin, the calculation gives 345.6 kJ/mol.

Geometry as XYZ:
```
12
C4H4BrN3 the ωB97M-V functional and the def2-TZVPD basis
C -1.30252 -1.34476 -0.01381
C 1.19513 -0.42694 0.58130
C 1.35120 0.79895 -0.22690
C -1.50510 0.04888 -0.01892
N -1.18165 -2.47916 0.10192
N 0.12155 1.26324 -1.10593
N -0.94381 0.81209 -0.90388
Br -3.33166 0.53168 0.59421
H 0.98558 -1.21377 -0.01266
H 0.97821 -0.43549 1.67734
H 1.56937 1.65866 0.41331
H 2.06370 0.78663 -1.08597
```

Löwdin charges in e: C -0.358; C 0.060; C -0.217; C -0.673; N 0.174; N 0.084; N -0.049; Br 0.677; H -0.010; H 0.092; H 0.101; H 0.119

---

(2)
C5H11FN3 | the ωB97M-V functional and the def2-TZVPD basis

The structure (SMILES) is CC[C@@H]1N(F)C=N[N@H+]1C. The value obtained for the LUMO energy is -0.12296 hartree. For the energy above the lowest of the compared OMol25 structures with the same formula, charge and spin, the calculation gives 528.2 kJ/mol. Its total charge is +1.

Geometry as XYZ:
```
20
C5H11FN3 the ωB97M-V functional and the def2-TZVPD basis
C -1.04074 -0.90978 -2.15408
C -0.64038 -0.06985 -0.01788
C 0.20646 0.28965 2.40696
C 1.35473 1.28459 -0.97614
C -0.23120 -0.70859 1.33214
N 0.14291 -0.45010 -2.29086
N -1.52730 -0.83154 -0.92362
N 0.61929 0.01872 -0.99937
F -2.77556 -1.16641 -0.49945
H -1.70361 -1.16818 -2.99510
H -0.90895 1.02586 0.04428
H 1.17775 0.72539 2.22577
H 0.21844 -0.27293 3.27154
H -0.64161 0.95992 2.73777
H 0.70761 2.10107 -1.26335
H 1.83355 1.48138 -0.07014
H 2.12212 1.04151 -1.85547
H -1.02819 -1.39577 1.67377
H 0.69771 -1.20569 1.00966
H 1.41697 -0.74925 -0.65644
```

Löwdin charges in e: C -0.100; C -0.126; C -0.074; C 0.008; C -0.155; N 0.103; N -0.040; N -0.144; F 0.091; H 0.177; H 0.176; H 0.076; H 0.050; H 0.116; H 0.104; H 0.075; H 0.165; H 0.138; H 0.108; H 0.250

---

- Which of these has the lowest energy above the lowest of the compared OMol25 structures with the same formula, charge and spin?
  C4H4BrN3